Entry 1:
ORCA calculation (ωB97M-V/def2-TZVPD) on a 2-piece molecular cluster, C34H36N3O overall at a distorted geometry.

The geometry in XYZ format:
```
74
Properties=species:S:1:pos:R:3:forces:R:3
C -1.52937 -3.63908 -3.27618 0.84 0.53 -0.32
C -2.85239 -3.85629 -2.66955 -1.34 -0.30 1.23
C -3.23973 -3.85460 -1.31142 0.43 -0.59 -1.59
N -4.48369 -4.47022 -1.25496 -0.28 0.14 0.08
C -4.93766 -4.75736 -2.52210 0.99 0.98 -0.53
C -6.25279 -5.35234 -2.82987 -0.41 -0.34 0.05
C -3.96625 -4.33322 -3.42782 -0.20 -0.35 1.59
H -1.62510 -3.55546 -4.36684 0.06 0.13 0.25
H -1.05795 -2.72779 -2.90241 0.01 -0.13 -0.18
H -0.82380 -4.46918 -3.10287 -0.33 0.19 0.09
H -2.70574 -3.51006 -0.42756 -0.19 -0.41 -0.22
H -4.96070 -4.76168 -0.39933 0.31 0.39 -0.64
H -6.46796 -5.20153 -3.89485 0.04 -0.13 0.29
H -6.22267 -6.43256 -2.62953 -0.28 0.20 -0.07
H -7.07160 -4.89496 -2.25771 0.18 -0.18 -0.07
H -4.03485 -4.34529 -4.50416 -0.01 -0.21 0.03
C 4.60369 1.76916 -0.48537 0.25 -0.11 0.25
N 3.20230 1.91240 -0.80787 -0.42 0.39 -0.80
C 2.76219 2.49650 -1.96631 1.55 0.29 -0.17
O 3.48524 3.01965 -2.81031 -1.30 -0.72 0.91
C 1.24862 2.37127 -2.00954 -0.17 1.05 0.11
C 0.77514 1.54356 -3.20625 0.13 -0.07 -0.25
C 1.39248 0.16901 -3.20993 -0.12 -0.30 -0.22
C 2.64159 -0.02765 -3.80826 0.10 -0.06 0.10
C 3.27855 -1.26498 -3.72474 -0.15 -0.10 0.16
C 2.67929 -2.30627 -3.00238 -0.12 0.19 0.10
C 1.41333 -2.12323 -2.42847 0.18 -0.01 -0.18
C 0.74354 -0.90796 -2.59889 0.47 0.05 0.26
N 0.93657 1.79192 -0.69927 -1.58 -1.41 1.01
C -0.26794 1.24383 -0.40183 1.58 0.21 -1.55
C -0.43901 0.28577 0.58253 0.10 -1.05 0.48
C -1.61571 -0.39604 0.91030 0.46 1.58 -0.06
C -1.94036 -0.61952 2.29114 -0.04 -0.97 1.29
C -3.29533 -0.64447 2.72800 0.37 -0.26 -0.57
C -3.61570 -1.01270 4.02929 0.15 -0.09 0.26
C -2.60351 -1.37240 4.93866 -0.05 0.17 -0.64
C -1.26133 -1.20758 4.56917 0.01 -0.07 -0.09
C -0.93008 -0.80819 3.27864 -0.23 0.04 -0.20
C 2.16142 1.43539 0.07933 0.72 -0.28 -0.32
C 2.26520 2.04147 1.46216 -0.08 0.39 0.17
C 2.16226 3.36526 1.68031 0.11 -0.61 -0.29
C 2.12520 4.03659 2.97837 0.13 0.65 0.98
C 2.09045 5.45359 2.99972 0.02 -0.73 -0.12
C 2.04387 6.15584 4.19804 -0.01 -0.23 0.29
C 2.03248 5.46136 5.41758 0.01 -0.13 -0.59
C 2.06247 4.05997 5.41800 0.01 -0.01 -0.28
C 2.10309 3.34467 4.21582 -0.01 0.56 -0.39
H 5.19901 2.19333 -1.29880 -0.24 -0.06 0.16
H 4.83761 2.28544 0.45329 -0.03 -0.03 -0.21
H 4.86053 0.70806 -0.36539 -0.06 0.17 -0.08
H 0.83510 3.38767 -2.05172 0.02 -0.15 -0.14
H -0.31815 1.49285 -3.19541 0.10 0.02 -0.11
H 1.09540 2.08973 -4.10363 -0.21 -0.02 0.22
H 3.11552 0.80651 -4.33187 -0.10 -0.28 0.17
H 4.24954 -1.40916 -4.20805 -0.38 0.02 0.20
H 3.19363 -3.26359 -2.89196 -0.18 0.32 -0.05
H 0.93976 -2.92976 -1.85777 0.21 0.27 -0.38
H -0.28070 -0.78230 -2.23740 0.33 -0.06 -0.01
H -1.12229 1.58930 -1.00101 0.45 -0.20 0.12
H 0.45120 0.00108 1.15270 -0.52 0.70 0.33
H -2.33125 -0.71027 0.13762 -0.18 0.85 0.30
H -4.06928 -0.33951 2.01196 0.21 -0.39 0.35
H -4.66285 -1.06041 4.33975 0.39 0.05 -0.15
H -2.85711 -1.79372 5.91244 0.05 0.31 -0.24
H -0.46583 -1.43045 5.28635 -0.31 0.12 -0.28
H 0.12119 -0.66641 3.00752 -0.42 -0.27 0.18
H 2.25701 0.33379 0.17545 -0.22 0.36 -0.22
H 2.54776 1.33655 2.25433 -0.49 0.33 -0.17
H 2.13202 4.04332 0.81337 -0.33 -0.34 0.25
H 2.09706 5.98034 2.04131 0.01 -0.07 0.35
H 2.01371 7.24522 4.18251 0.02 -0.29 0.05
H 1.99458 6.01346 6.35434 0.01 -0.16 -0.18
H 2.04954 3.52325 6.36707 0.00 0.12 -0.27
H 2.10952 2.25111 4.21253 -0.01 0.39 0.15
```
Forces are in eV/Å.

Properties
ΔE to the lowest compared entry with this formula, charge and spin = 31.1 kcal/mol
2S+1 = 1
HOMO = -9.66 eV
net charge = +1

***

Entry 2:
ORCA calculation (ωB97M-V/def2-TZVPD) on C34H37BaN5O4S2 as an isolated structure at a distorted geometry.

The geometry in XYZ format:
```
83
Properties=species:S:1:pos:R:3:forces:R:3
Ba 0.37025 2.03068 0.76232 0.56 1.04 -1.11
C -2.53220 0.79788 4.00206 -0.02 -0.23 0.07
C -1.24159 0.34352 3.34777 0.14 0.04 -0.13
C -0.45570 -0.64470 4.19459 -0.19 -0.07 0.08
O -0.40388 1.52110 3.11905 -0.21 -0.35 0.39
C -1.53255 -0.33181 1.97062 0.03 0.15 0.33
O -0.81645 0.03657 0.98325 -0.69 -0.94 0.16
O -2.41484 -1.17743 1.95053 -0.23 -0.25 0.15
H -2.36821 1.01979 5.05750 0.01 0.08 0.06
H -3.27034 0.00212 3.92286 -0.02 0.01 0.03
H -2.91576 1.68815 3.50761 -0.05 0.04 -0.09
H -0.24203 -0.21613 5.17780 0.02 0.01 0.00
H 0.47761 -0.92783 3.70865 0.00 0.01 -0.06
H -1.05721 -1.54196 4.33786 0.02 -0.02 0.03
H -0.11495 1.85658 3.97474 -0.02 -0.03 0.03
C 4.03336 0.86748 1.22531 -0.24 -0.29 0.19
N 3.03022 1.92203 1.15061 -0.02 0.29 -0.01
C 3.47486 3.12986 1.10823 -0.08 0.53 -0.02
C 2.72813 4.35802 0.95664 -0.08 -0.63 0.07
C 3.34012 5.60384 0.85803 -0.02 0.28 -0.04
C 2.31959 6.53250 0.64870 0.30 0.06 0.04
C 1.14261 5.79662 0.63590 -0.21 -0.10 0.03
N 1.34841 4.48172 0.82391 0.48 0.23 0.05
C 4.67433 0.57890 -0.10685 0.09 -0.05 -0.02
C 6.02550 0.27017 -0.19055 -0.07 -0.04 0.02
C 6.60027 -0.07605 -1.40560 0.02 0.01 0.08
C 5.82847 -0.11746 -2.55311 -0.01 -0.02 -0.12
C 4.47952 0.20401 -2.48692 0.07 -0.01 -0.02
C 3.91695 0.55718 -1.27357 -0.07 0.06 -0.04
H 3.52033 -0.04835 1.55039 0.14 0.13 0.01
H 4.79462 1.08993 1.98108 0.06 0.06 -0.10
H 4.55564 3.30828 1.16971 0.02 -0.05 0.03
H 4.39750 5.79320 0.92266 0.13 0.02 0.00
H 2.41979 7.59507 0.51835 -0.01 0.11 -0.02
H 0.14590 6.18067 0.47990 -0.13 0.03 -0.01
H 6.62671 0.29382 0.70919 0.06 -0.01 0.03
H 7.65396 -0.31312 -1.44923 0.06 -0.01 -0.02
H 6.27502 -0.38936 -3.49982 0.01 -0.01 -0.02
H 3.86399 0.18032 -3.37457 -0.04 0.00 -0.06
H 2.87263 0.85385 -1.25197 0.01 0.01 0.04
C -3.50835 -3.37482 -2.05204 -0.17 0.00 -0.18
C -2.33277 -3.74225 -1.16947 0.04 -0.05 0.03
C -1.57772 -2.49757 -0.74069 -0.15 0.29 -0.02
N -0.42833 -2.83339 0.07918 0.28 -0.15 0.36
C 0.80343 -2.33611 0.05382 -0.02 -0.04 -0.08
S 1.84665 -2.43547 1.34651 0.09 0.04 0.19
N 1.23021 -1.70656 -1.10930 0.11 0.44 -0.09
C 0.96330 -1.94296 -2.44331 -0.37 0.01 -0.17
O 1.10626 -1.04461 -3.24968 0.15 -0.12 0.03
C 0.53430 -3.31521 -2.83783 0.10 0.09 -0.15
C -0.30312 -3.43338 -3.94284 0.06 -0.17 0.07
C -0.71439 -4.68855 -4.35915 0.02 0.12 0.00
C -0.26868 -5.81796 -3.68866 -0.01 -0.14 -0.04
C 0.58793 -5.70146 -2.60589 0.11 0.09 0.09
C 0.98877 -4.44689 -2.17007 -0.06 -0.01 -0.16
H -4.07691 -4.25172 -2.35723 0.00 -0.07 0.00
H -3.17761 -2.87032 -2.96201 0.06 0.01 -0.02
H -4.19576 -2.70220 -1.54020 -0.04 0.06 0.09
H -1.66008 -4.43033 -1.68650 -0.06 0.07 0.00
H -2.68528 -4.26721 -0.27737 -0.02 0.02 0.04
H -2.20886 -1.83536 -0.13341 0.03 -0.22 -0.17
H -1.24865 -1.91916 -1.60310 -0.06 -0.06 0.01
H -0.63992 -3.25889 0.97399 -0.06 0.06 -0.10
H 1.87023 -0.92996 -0.99071 0.07 -0.28 0.23
H -0.62187 -2.53966 -4.45866 -0.01 0.07 -0.03
H -1.37531 -4.78582 -5.20776 -0.05 -0.02 -0.06
H -0.58539 -6.79859 -4.01657 -0.02 -0.03 -0.02
H 0.94930 -6.58220 -2.09444 -0.01 -0.06 0.00
H 1.65763 -4.35071 -1.32721 0.06 0.00 0.07
S -4.05982 5.07133 1.57900 -0.04 -0.02 0.03
C -2.46928 4.45056 1.36710 0.20 0.02 -0.06
N -2.36144 3.25638 0.89090 0.13 0.15 0.04
C -3.62083 2.72410 0.66080 0.24 -0.34 -0.02
C -3.85020 1.43007 0.18605 -0.22 0.02 0.01
C -5.15485 1.02286 0.02946 -0.06 0.11 0.03
C -6.22287 1.88244 0.34057 0.08 -0.18 -0.07
C -6.00247 3.15370 0.81922 0.04 0.09 0.05
C -4.67925 3.57048 0.98250 -0.35 -0.05 -0.06
H -1.60775 5.04841 1.61534 0.13 0.15 0.07
H -3.02283 0.76369 -0.01674 0.05 0.02 -0.02
H -5.36034 0.02414 -0.32633 -0.04 -0.06 -0.01
H -7.23668 1.52982 0.20984 -0.03 0.02 0.00
H -6.83105 3.80166 1.06924 0.00 0.03 0.00
```
Forces are in eV/Å.

Properties
ΔE to the lowest compared entry with this formula, charge and spin = 7.6 kcal/mol
2S+1 = 1
HOMO = -7.42 eV

***

Entry 3:
ORCA calculation (ωB97M-V/def2-TZVPD) on C34H37BrF2N3O6S2Zr as an isolated structure.

The geometry in XYZ format:
```
86
Properties=species:S:1:pos:R:3:forces:R:3
Zr 0.36790 0.12388 -0.03804 -0.03 -0.03 -0.69
F -4.02392 -1.85618 -2.96179 -0.02 -0.02 0.00
C -3.10817 -0.87605 -2.86070 -0.05 -0.01 -0.03
C -2.00839 -1.07130 -2.05649 0.05 0.01 -0.09
C -1.03531 -0.07722 -1.92191 0.00 0.19 0.08
C -1.23491 1.11497 -2.63170 0.06 0.32 -0.10
C -2.38831 1.28261 -3.40539 0.02 -0.06 -0.03
F -2.64028 2.45422 -4.02612 0.01 0.01 -0.02
C -3.33816 0.29993 -3.54945 0.01 -0.01 0.02
C -0.22600 2.18632 -2.47673 -0.03 0.02 0.05
C -0.06493 3.24167 -3.37437 -0.03 -0.04 -0.03
C 0.89617 4.20495 -3.14260 0.03 0.02 0.02
C 1.69812 4.09906 -2.01733 0.00 0.03 -0.04
C 1.52033 3.00972 -1.19500 0.06 -0.12 0.04
N 0.59280 2.06495 -1.40868 -0.07 0.05 -0.15
H -1.95998 -2.00676 -1.51704 -0.01 0.00 0.01
H -4.21731 0.45063 -4.15882 0.00 -0.01 0.00
H -0.68670 3.29326 -4.25159 -0.01 0.04 0.01
H 1.01770 5.02820 -3.83452 0.00 -0.01 0.00
H 2.45819 4.82899 -1.77926 -0.01 0.00 -0.02
H 2.16160 2.86485 -0.33920 -0.02 -0.01 0.03
C -0.36047 0.11131 7.55127 0.00 0.01 0.00
C 0.01138 0.60148 6.18109 -0.01 -0.02 -0.01
C 0.29661 1.94053 5.94430 0.01 0.05 0.01
C 0.66677 2.38676 4.68293 0.08 -0.09 0.03
C 0.74347 1.47742 3.63693 -0.12 -0.01 0.16
C 0.44485 0.13144 3.84739 0.01 0.03 -0.04
C 0.09032 -0.29403 5.11113 -0.01 -0.03 0.03
S 1.09865 2.10852 2.03328 -0.14 0.15 -0.25
O -0.15690 1.92256 1.21031 0.03 -0.01 0.32
O 1.49215 3.47350 2.19652 0.00 0.03 -0.07
N 2.04390 1.16734 1.20888 0.00 -0.27 0.35
C 3.00705 0.31431 1.89586 0.09 0.16 -0.13
C 2.65432 -1.13891 1.59255 -0.27 0.13 -0.12
O 3.37308 -2.06189 1.85301 0.00 -0.07 0.12
O 1.47971 -1.25126 0.97256 0.21 -0.20 0.27
H -0.40355 0.92883 8.26825 0.00 0.00 0.00
H 0.36909 -0.61671 7.90917 0.00 0.01 -0.01
H -1.33232 -0.38442 7.53803 0.01 0.00 -0.01
H 0.23579 2.65090 6.75947 0.02 -0.01 0.00
H 0.90516 3.42630 4.50840 -0.01 0.00 -0.01
H 0.49526 -0.59292 3.04374 0.00 0.01 -0.05
H -0.12688 -1.34314 5.27547 0.02 0.01 0.00
H 2.99452 0.44460 2.98005 0.05 0.01 0.02
H 4.02869 0.50712 1.56794 0.02 -0.01 -0.02
C 1.07510 -4.24044 -4.29451 0.01 -0.02 -0.01
C 0.59223 -4.04499 -2.88553 0.03 0.07 -0.01
C 0.00875 -5.06042 -2.14017 -0.01 -0.07 0.01
C -0.43319 -4.80470 -0.85499 0.03 -0.02 -0.02
C -0.25949 -3.52563 -0.35387 0.07 -0.07 0.03
Br -0.97030 -3.19053 1.38098 0.08 -0.06 -0.04
N 0.31099 -2.53968 -1.02526 -0.51 0.04 0.30
C 0.70629 -2.80809 -2.27013 0.07 0.02 -0.03
H 0.75926 -5.20467 -4.68852 0.00 0.00 0.01
H 2.16496 -4.20281 -4.34441 0.00 -0.01 0.01
H 0.68487 -3.46385 -4.95335 0.00 0.01 0.01
H -0.11246 -6.04937 -2.56547 -0.01 0.01 0.00
H -0.91056 -5.56610 -0.25674 0.01 0.00 0.00
H 1.12590 -1.97120 -2.81064 -0.06 0.00 -0.02
O -1.67840 -0.07327 0.66999 0.31 -0.11 0.24
S -2.42488 0.46194 1.91995 0.39 -0.21 -0.19
C -3.14135 2.03911 1.40869 -0.11 0.04 -0.04
C -4.63155 1.91799 1.70746 0.02 0.00 0.01
C -5.02266 0.52394 1.22296 0.03 -0.02 -0.03
C -3.99821 -0.42631 1.84198 -0.12 -0.02 -0.04
H -2.94298 2.09309 0.33578 0.01 0.01 0.01
H -2.61038 2.84161 1.91321 -0.03 0.00 0.03
H -5.18833 2.71454 1.21632 0.00 -0.01 -0.03
H -4.81068 2.00706 2.78212 -0.02 0.03 -0.01
H -4.95501 0.47654 0.13400 -0.01 0.00 0.00
H -6.03580 0.24548 1.50777 0.00 0.00 0.01
H -3.79759 -1.33063 1.26871 0.00 -0.01 0.03
H -4.24778 -0.70315 2.86680 -0.02 0.04 0.00
C 3.34229 -0.55165 -3.65315 0.00 0.01 -0.02
C 4.31660 -0.80857 -2.50945 0.01 -0.03 -0.01
C 3.38962 -1.02882 -1.32792 0.00 0.01 0.01
O 2.18986 -0.24781 -1.61541 -0.10 0.19 0.14
C 2.27804 0.28249 -2.96973 -0.03 -0.14 -0.03
H 2.92791 -1.49133 -4.02416 -0.01 0.01 -0.01
H 3.78842 -0.02138 -4.49251 0.01 -0.01 0.00
H 4.94496 0.06836 -2.34611 0.00 -0.01 0.01
H 4.96472 -1.66760 -2.67212 0.00 0.01 -0.01
H 3.82199 -0.68326 -0.39583 0.01 0.05 -0.02
H 3.08860 -2.06933 -1.20808 0.00 -0.01 0.01
H 2.56863 1.33228 -2.92075 0.02 0.01 0.01
H 1.29058 0.20078 -3.41968 -0.02 0.00 0.00
```
Forces are in eV/Å.

Properties
ΔE to the lowest compared entry with this formula, charge and spin = 16.2 kcal/mol
2S+1 = 1
HOMO = -11.06 eV
net charge = +1

***

| no. | LUMO energy (eV) | orbital gap (Ha) |
| --- | --- | --- |
| 1 | -5.16 | 0.165 |
| 2 | 0.18 | 0.279 |
| 3 | -2.49 | 0.315 |